(1)
C7H8F6N | ωB97M-V/def2-TZVPD

Results
- Energy relative to the best compared isomer or geometry (same formula, charge and spin): 544.9 kJ/mol
- Total energy: -924.999747 Eh
- HOMO (spin up / spin down): -0.57794 / -0.57705 hartree
- Net charge: +1

CARTESIAN COORDINATES (ANGSTROEM)
C 0.686 -1.909 0.372
C -0.447 -1.148 0.491
C 2.001 -1.393 -0.233
C 2.097 0.078 -0.088
C 0.702 0.781 -0.390
C -2.553 0.995 -0.874
C -1.791 0.906 0.429
N -0.500 0.216 0.225
F 3.002 -1.952 0.463
F 2.498 0.416 1.107
F 2.956 0.557 -0.888
F 0.525 0.725 -1.704
F 0.861 2.026 0.091
F 0.249 0.439 2.185
H 0.729 -2.795 0.948
H -1.343 -1.525 0.853
H 2.198 -1.720 -1.263
H -2.147 1.858 -1.565
H -2.397 0.052 -1.405
H -3.557 1.071 -0.750
H -2.235 0.406 1.290
H -1.532 1.916 0.708

Computed Löwdin charges, given in elementary charges: atom 1 (C): 0.238, atom 2 (C): 0.038, atom 3 (C): -0.191, atom 4 (C): -0.530, atom 5 (C): -0.409, atom 6 (C): -0.020, atom 7 (C): -0.129, atom 8 (N): 0.111, atom 9 (F): 0.101, atom 10 (F): 0.206, atom 11 (F): 0.255, atom 12 (F): 0.211, atom 13 (F): 0.192, atom 14 (F): -0.143, atom 15 (H): 0.149, atom 16 (H): 0.137, atom 17 (H): 0.203, atom 18 (H): 0.147, atom 19 (H): 0.089, atom 20 (H): 0.055, atom 21 (H): 0.151, atom 22 (H): 0.139


(2)
C5H8N | ωB97M-V/def2-TZVPD

Results
- Energy relative to the best compared isomer or geometry (same formula, charge and spin): 966.2 kJ/mol
- Total energy: -249.457140 Eh
- HOMO (spin up / spin down): -0.48260 / -0.48840 hartree
- Net charge: +1

CARTESIAN COORDINATES (ANGSTROEM)
C -0.931 -0.457 0.651
C -2.710 0.627 -0.272
C -0.247 -1.611 0.023
C 1.150 0.853 -0.653
C 0.434 -0.207 0.096
N 1.728 0.203 0.689
H -2.669 1.712 -0.476
H -3.693 0.287 0.194
H 0.278 -2.330 0.573
H -0.727 -1.758 -0.999
H 1.594 0.624 -1.648
H 0.863 1.947 -0.489
H 2.576 -0.333 0.557
H 1.559 0.910 1.409

Computed Löwdin charges, given in elementary charges: atom 1 (C): 0.076, atom 2 (C): 0.218, atom 3 (C): -0.037, atom 4 (C): 0.069, atom 5 (C): -0.419, atom 6 (N): 0.193, atom 7 (H): -0.008, atom 8 (H): 0.020, atom 9 (H): 0.095, atom 10 (H): 0.146, atom 11 (H): 0.141, atom 12 (H): 0.152, atom 13 (H): 0.176, atom 14 (H): 0.177


(3)
C32H34As2LiNO8P | ωB97M-V/def2-TZVPD

Results
- Energy relative to the best compared isomer or geometry (same formula, charge and spin): 54.2 kJ/mol
- Total energy: -6716.696609 Eh
- HOMO: -0.40993 hartree
- Net charge: +1

CARTESIAN COORDINATES (ANGSTROEM)
Li 0.881 -0.167 0.024
N 0.564 -0.155 -1.985
C -0.004 -1.421 -2.356
C 0.471 -2.106 -3.464
C -0.122 -3.301 -3.843
C -1.215 -3.789 -3.146
C -1.682 -3.110 -2.033
C -1.057 -1.948 -1.585
P -1.486 -1.050 -0.056
C -3.015 -0.167 -0.486
C -2.933 1.174 -0.856
C -4.067 1.862 -1.265
C -5.293 1.214 -1.292
C -5.386 -0.118 -0.908
C -4.254 -0.808 -0.508
C -2.036 -2.266 1.184
C -2.664 -1.709 2.303
C -3.028 -2.499 3.379
C -2.757 -3.861 3.363
C -2.127 -4.423 2.265
C -1.769 -3.632 1.180
H 1.362 0.091 -2.558
H -0.125 0.583 -2.099
H 1.282 -1.686 -4.047
H 0.251 -3.835 -4.706
H -1.704 -4.698 -3.473
H -2.541 -3.496 -1.498
H -1.985 1.699 -0.797
H -3.996 2.903 -1.549
H -6.180 1.750 -1.602
H -6.346 -0.618 -0.920
H -4.329 -1.844 -0.203
H -2.874 -0.644 2.331
H -3.517 -2.050 4.233
H -3.027 -4.479 4.209
H -1.902 -5.481 2.251
H -1.253 -4.091 0.347
C 4.258 -2.512 -3.272
O 3.728 -1.752 -2.169
C 3.300 -2.490 -1.140
O 3.285 -3.698 -1.136
C 2.777 -1.620 -0.043
C 3.591 -0.800 0.654
As 5.317 -1.672 0.805
C 6.253 -0.815 2.294
C 4.438 -3.134 1.859
C 3.167 -3.524 1.882
As 1.511 -2.767 1.029
C 1.057 -1.619 2.565
C 2.642 -4.624 2.775
O 1.773 -4.358 3.564
O 3.116 -5.862 2.688
C 3.945 -6.283 1.594
C 5.407 -3.816 2.790
O 5.216 -3.862 3.971
O 6.557 -4.294 2.277
C 6.739 -4.550 0.877
C 3.003 0.284 1.475
O 2.010 0.893 1.093
O 3.673 0.590 2.558
C 3.156 1.689 3.347
H 4.569 -1.779 -4.009
H 3.492 -3.173 -3.674
H 5.107 -3.104 -2.937
H 6.489 0.208 2.010
H 7.184 -1.367 2.420
H 5.678 -0.830 3.213
H 1.931 -1.291 3.121
H 0.490 -2.305 3.193
H 0.409 -0.787 2.301
H 4.990 -6.239 1.897
H 3.767 -5.683 0.702
H 3.674 -7.316 1.398
H 7.157 -5.551 0.798
H 7.449 -3.833 0.467
H 5.803 -4.502 0.323
H 3.856 1.803 4.166
H 2.165 1.437 3.716
H 3.113 2.587 2.736

Computed Löwdin charges, given in elementary charges: atom 1 (Li): 0.509, atom 2 (N): 0.010, atom 3 (C): -0.331, atom 4 (C): -0.033, atom 5 (C): -0.056, atom 6 (C): -0.062, atom 7 (C): -0.078, atom 8 (C): -0.315, atom 9 (P): 1.042, atom 10 (C): -0.373, atom 11 (C): -0.106, atom 12 (C): -0.074, atom 13 (C): -0.069, atom 14 (C): -0.062, atom 15 (C): -0.080, atom 16 (C): -0.413, atom 17 (C): -0.112, atom 18 (C): -0.067, atom 19 (C): -0.066, atom 20 (C): -0.066, atom 21 (C): -0.138, atom 22 (H): 0.100, atom 23 (H): 0.089, atom 24 (H): 0.115, atom 25 (H): 0.114, atom 26 (H): 0.113, atom 27 (H): 0.109, atom 28 (H): 0.093, atom 29 (H): 0.109, atom 30 (H): 0.110, atom 31 (H): 0.111, atom 32 (H): 0.109, atom 33 (H): 0.112, atom 34 (H): 0.111, atom 35 (H): 0.111, atom 36 (H): 0.112, atom 37 (H): 0.079, atom 38 (C): -0.017, atom 39 (O): -0.063, atom 40 (C): -0.646, atom 41 (O): 0.071, atom 42 (C): -0.364, atom 43 (C): -0.302, atom 44 (As): 1.366, atom 45 (C): -0.268, atom 46 (C): -0.262, atom 47 (C): -0.258, atom 48 (As): 1.389, atom 49 (C): -0.262, atom 50 (C): -0.542, atom 51 (O): 0.115, atom 52 (O): 0.016, atom 53 (C): -0.009, atom 54 (C): -0.550, atom 55 (O): 0.172, atom 56 (O): -0.040, atom 57 (C): -0.080, atom 58 (C): -0.553, atom 59 (O): 0.010, atom 60 (O): -0.037, atom 61 (C): 0.020, atom 62 (H): 0.100, atom 63 (H): 0.092, atom 64 (H): 0.100, atom 65 (H): 0.035, atom 66 (H): 0.036, atom 67 (H): 0.037, atom 68 (H): 0.047, atom 69 (H): 0.034, atom 70 (H): 0.008, atom 71 (H): 0.089, atom 72 (H): 0.087, atom 73 (H): 0.107, atom 74 (H): 0.104, atom 75 (H): 0.084, atom 76 (H): 0.064, atom 77 (H): 0.105, atom 78 (H): 0.103, atom 79 (H): 0.105


(4)
C4H11O2S | ωB97M-V/def2-TZVPD

Results
- Multiplicity: 3
- Energy relative to the best compared isomer or geometry (same formula, charge and spin): 54.0 kJ/mol
- Total energy: -707.196589 Eh
- HOMO (spin up / spin down): -0.34317 / -0.57777 hartree
- Net charge: +1

CARTESIAN COORDINATES (ANGSTROEM)
C 0.806 -2.331 1.107
C 0.365 2.131 -1.349
C -1.739 0.648 -0.091
C 0.992 -2.363 -0.383
O 0.119 1.878 1.221
O 0.887 -1.496 -1.208
S 0.028 0.941 -0.068
H -0.087 -2.791 1.426
H 1.781 -2.592 1.481
H 0.604 -1.305 1.414
H 1.316 2.581 -0.966
H -0.370 2.944 -1.345
H 0.492 1.697 -2.353
H -2.285 1.598 -0.004
H -1.936 0.093 0.746
H -2.031 0.266 -1.006
H -0.221 1.534 2.127
H 1.280 -3.434 -0.749

Computed Löwdin charges, given in elementary charges: atom 1 (C): -0.061, atom 2 (C): -0.187, atom 3 (C): -0.170, atom 4 (C): -0.389, atom 5 (O): -0.311, atom 6 (O): 0.047, atom 7 (S): 1.064, atom 8 (H): 0.067, atom 9 (H): 0.087, atom 10 (H): 0.036, atom 11 (H): 0.092, atom 12 (H): 0.083, atom 13 (H): 0.097, atom 14 (H): 0.096, atom 15 (H): 0.037, atom 16 (H): 0.058, atom 17 (H): 0.169, atom 18 (H): 0.187